(1)
{
  "formula": "C26H29MnN5O2S2Si",
  "method": "the ωB97M-V functional and the def2-TZVPD basis",
  "spin_multiplicity": 5,
  "charge": 1,
  "relative_energy_kj_mol": 0.0,
  "e_tot_ha": -3669.1702,
  "species": ["Mn", "N", "C", "C", "C", "C", "C", "C", "N", "C", "C", "C", "S", "C", "N", "H", "H", "H", "H", "H", "H", "H", "C", "C", "C", "C", "C", "C", "C", "S", "O", "O", "N", "C", "C", "C", "C", "C", "N", "H", "H", "H", "H", "H", "H", "H", "H", "H", "H", "H", "C", "Si", "C", "C", "C", "H", "H", "H", "H", "H", "H", "H", "H", "H", "H", "H"],
  "positions_angstrom": [[-0.47, 0.31, 0.29], [1.04, 0.07, 4.21], [-0.30, 0.07, 4.67], [-0.81, -0.12, 5.94], [-2.19, -0.05, 6.05], [-3.01, 0.09, 4.89], [-2.47, 0.23, 3.63], [-1.08, 0.23, 3.53], [-0.23, 0.30, 2.40], [0.99, 0.15, 2.88], [2.12, -0.01, 1.96], [3.43, -0.27, 2.24], [4.31, -0.37, 0.81], [2.91, -0.07, -0.10], [1.85, 0.11, 0.63], [1.86, -0.04, 4.80], [-0.16, -0.18, 6.82], [-2.61, -0.16, 7.03], [-4.07, 0.14, 5.00], [-3.10, 0.31, 2.74], [3.88, -0.49, 3.16], [2.92, -0.02, -1.18], [5.44, -1.60, -4.90], [4.07, -1.18, -4.44], [3.84, 0.12, -3.97], [2.60, 0.56, -3.53], [1.50, -0.29, -3.57], [1.69, -1.59, -4.04], [2.96, -2.04, -4.44], [-0.11, 0.24, -3.02], [-1.11, -0.29, -3.93], [0.02, 1.65, -2.78], [-0.25, -0.42, -1.58], [-0.72, -1.72, -1.28], [-1.25, -2.64, -2.19], [-1.85, -3.77, -1.70], [-1.99, -3.95, -0.30], [-1.43, -2.97, 0.53], [-0.77, -1.91, 0.05], [6.13, -0.78, -4.78], [5.41, -1.85, -5.96], [5.82, -2.48, -4.40], [4.66, 0.81, -3.95], [2.43, 1.61, -3.28], [0.88, -2.29, -4.14], [3.08, -3.05, -4.77], [-1.25, -2.41, -3.26], [-2.25, -4.46, -2.42], [-2.55, -4.74, 0.14], [-1.51, -3.06, 1.60], [-0.53, 3.05, 0.16], [-2.35, 2.68, 0.60], [-2.96, 3.11, 2.38], [-3.42, 3.57, -0.68], [-2.52, 0.83, 0.15], [-0.38, 4.12, 0.11], [-0.31, 2.65, -0.85], [0.24, 2.72, 0.85], [-3.04, 4.18, 2.59], [-2.28, 2.70, 3.13], [-3.93, 2.65, 2.54], [-3.34, 4.65, -0.61], [-4.46, 3.31, -0.50], [-3.19, 3.22, -1.67], [-2.75, 0.78, -0.93], [-3.10, 0.06, 0.67]]
}

=====

(2)
{
  "formula": "C3HClF4N2",
  "method": "the ωB97M-V functional and the def2-TZVPD basis",
  "charge": 0,
  "relative_energy_kj_mol": 59.6,
  "smiles": "F[C@H](Cl)C(F)(F)C1(F)N=N1",
  "e_tot_ha": -1083.9926,
  "species": ["F", "C", "Cl", "C", "F", "F", "C", "F", "N", "N", "H"],
  "positions_angstrom": [[1.55, -1.75, -0.62], [0.86, -0.57, -0.80], [2.18, 0.66, -1.06], [0.08, -0.44, 0.48], [0.74, -0.59, 1.53], [-0.87, -1.46, 0.51], [-0.75, 0.87, 0.42], [0.04, 1.89, 0.77], [-2.10, 0.91, 0.89], [-1.99, 1.06, -0.35], [0.26, -0.59, -1.76]]
}

=====

(3)
{
  "formula": "C3H6N2S",
  "method": "the ωB97M-V functional and the def2-TZVPD basis",
  "charge": 0,
  "relative_energy_kj_mol": 64.2,
  "smiles": "N/C=C/C(N)=S",
  "e_tot_ha": -625.5975,
  "species": ["N", "C", "C", "C", "N", "S", "H", "H", "H", "H", "H", "H"],
  "positions_angstrom": [[-0.92, -1.66, -1.48], [-0.79, -0.70, -0.52], [0.38, -0.18, -0.04], [0.33, 0.81, 1.03], [1.32, 1.73, 0.99], [-0.89, 0.82, 2.10], [-0.23, -2.37, -1.71], [-1.86, -1.98, -1.61], [-1.70, -0.25, -0.23], [1.35, -0.61, -0.34], [1.19, 2.51, 1.68], [1.82, 1.89, 0.12]]
}

=====

(4)
{
  "formula": "C3H8NO",
  "method": "the ωB97M-V functional and the def2-TZVPD basis",
  "charge": 1,
  "relative_energy_kj_mol": 164.9,
  "smiles": "C[C@@]1([NH3+])CO1",
  "e_tot_ha": -248.7731,
  "species": ["C", "C", "N", "C", "O", "H", "H", "H", "H", "H", "H", "H", "H"],
  "positions_angstrom": [[0.44, -1.29, 0.61], [-0.04, -0.08, 0.00], [0.15, 1.37, 0.64], [-0.38, 0.02, -1.44], [-1.34, 0.00, -0.45], [1.48, -1.34, 1.07], [0.37, -2.17, -0.02], [-0.28, -1.40, 1.43], [-0.74, 1.76, 0.30], [0.97, 1.92, 0.34], [0.16, 1.06, 1.60], [-0.41, 0.95, -2.01], [-0.38, -0.80, -2.07]]
}